(1)
C14H33NO4PS3 | ωB97M-V/def2-TZVPD

Orbital gap, eV: 5.3998
Charge: -1
E, eV: -66523.72904
Lowest unoccupied orbital energy, eV: 2.1
M, Da: 406.6

```
56
Properties=species:S:1:pos:R:3:nbo_charge:R:1
C -2.15 -2.92 -2.27 -0.60
C -1.76 -3.84 -1.11 -0.39
C -0.43 -3.53 -0.46 -0.41
C -0.31 -2.11 0.07 -0.22
N 1.10 -1.76 0.38 -0.44
C 1.24 -1.20 1.75 -0.22
C 0.73 -2.13 2.84 -0.42
C -0.62 -1.65 3.42 -0.42
C -0.52 -0.83 4.69 -0.72
P -1.81 0.62 4.75 0.49
C 1.69 -1.02 -0.60 -0.05
S 1.62 -1.46 -2.18 -0.14
S 2.70 0.42 -0.25 0.22
C 1.59 1.69 0.43 -0.52
C 0.23 1.81 -0.23 -0.41
C -0.72 2.55 0.70 -0.61
H -1.52 -3.08 -3.13 0.20
H -3.16 -3.17 -2.59 0.20
H -2.18 -1.88 -2.00 0.20
H -2.58 -3.84 -0.40 0.19
H -1.73 -4.85 -1.51 0.20
H -0.28 -4.20 0.38 0.20
H 0.36 -3.74 -1.18 0.22
H -0.92 -2.07 0.96 0.23
H -0.73 -1.41 -0.62 0.20
H 0.76 -0.23 1.83 0.20
H 2.29 -1.03 1.92 0.21
H 1.45 -2.06 3.64 0.21
H 0.73 -3.17 2.53 0.20
H -1.11 -1.05 2.66 0.19
H -1.28 -2.50 3.56 0.20
H 0.47 -0.43 4.85 0.18
H -0.76 -1.46 5.54 0.19
H -1.82 0.55 6.23 -0.20
H -0.71 1.62 4.85 -0.23
H -1.77 0.74 3.27 -0.23
H -2.91 -0.37 4.64 -0.22
H -2.82 1.69 4.78 -0.16
H 1.50 1.61 1.51 0.22
H 2.13 2.62 0.26 0.23
H -0.18 0.83 -0.45 0.20
H 0.32 2.38 -1.14 0.20
H -1.22 1.86 1.37 0.24
H -1.49 3.04 0.12 0.20
H -0.21 3.31 1.29 0.20
C 2.12 2.60 -4.27 -0.10
C 1.75 2.39 -5.73 -0.10
O 0.63 3.26 -5.93 -0.69
S 0.79 4.57 -5.02 2.55
O 1.34 5.62 -5.81 -0.91
O -0.41 4.75 -4.29 -0.89
O 1.93 4.01 -4.05 -0.69
H 1.45 2.05 -3.61 0.21
H 3.15 2.33 -4.06 0.22
H 1.47 1.37 -5.94 0.22
H 2.56 2.71 -6.39 0.19
```

(2)
C14H34BFO6S | ωB97M-V/def2-TZVPD

Orbital gap, eV: 10.9021
E, eV: -41583.02802
Lowest unoccupied orbital energy, eV: 0.3
M, Da: 360.3

```
57
Properties=species:S:1:pos:R:3:nbo_charge:R:1
O -1.90 -0.03 -0.81 -0.89
S -3.07 -0.31 0.07 1.68
O -2.59 -1.01 1.51 -0.69
C -1.77 -2.17 1.29 -0.14
C -0.79 -2.25 2.54 0.04
F -1.46 -1.97 3.74 -0.36
O -3.57 1.25 0.62 -0.41
O -3.24 1.37 1.99 -0.44
B -2.14 2.26 2.20 1.28
O -1.62 3.12 1.21 -0.91
O -1.50 2.24 3.47 -0.91
H -1.08 -2.07 0.41 0.22
H -2.36 -3.12 1.21 0.20
H -0.05 -1.42 2.40 0.16
H -0.26 -3.24 2.60 0.18
H -0.68 2.91 1.15 0.50
H -1.30 1.30 3.62 0.50
C 0.98 4.92 -1.02 -0.61
C 2.34 4.83 -0.33 -0.40
C 2.24 4.82 1.20 -0.39
C 1.62 6.07 1.82 -0.40
C 2.34 7.38 1.47 -0.40
C 3.78 7.43 1.98 -0.61
H 0.46 5.84 -0.77 0.20
H 1.11 4.89 -2.11 0.21
H 0.35 4.07 -0.74 0.20
H 2.97 5.66 -0.66 0.19
H 2.84 3.91 -0.65 0.20
H 3.23 4.65 1.61 0.20
H 1.64 3.95 1.50 0.19
H 1.61 5.95 2.91 0.20
H 0.57 6.16 1.51 0.20
H 1.79 8.21 1.93 0.20
H 2.32 7.55 0.39 0.19
H 3.81 7.31 3.06 0.20
H 4.24 8.39 1.73 0.21
H 4.39 6.64 1.53 0.20
C -1.87 -7.05 -4.05 -0.61
C -0.73 -7.17 -3.05 -0.40
C -1.10 -6.70 -1.64 -0.40
C -1.48 -5.23 -1.53 -0.40
C -0.42 -4.24 -2.01 -0.40
C 0.87 -4.31 -1.20 -0.61
H -2.19 -6.01 -4.17 0.20
H -1.57 -7.42 -5.03 0.21
H -2.74 -7.64 -3.72 0.20
H 0.14 -6.62 -3.42 0.19
H -0.42 -8.22 -3.00 0.20
H -0.26 -6.92 -0.97 0.20
H -1.94 -7.31 -1.28 0.20
H -1.72 -5.01 -0.48 0.19
H -2.41 -5.05 -2.09 0.20
H -0.82 -3.23 -1.93 0.20
H -0.20 -4.40 -3.07 0.20
H 0.68 -4.11 -0.14 0.19
H 1.59 -3.58 -1.56 0.21
H 1.35 -5.30 -1.28 0.21
```